[1]
Entry from OMol25: 2 unconnected molecules or ions with the total composition C4H5NO (wB97M-V/def2-TZVPD).

Values from the calculation:
Frontier orbital gap = 8.19 eV

The geometry in XYZ format:
```
11
C4H5NO (wB97M-V/def2-TZVPD)
H -1.90661 -0.94627 0.46324
O 0.74546 -0.78004 2.08787
H 1.04075 1.77460 0.11906
H 1.41407 -1.03201 -0.87072
C -0.64531 0.68413 0.43375
C 0.44518 -0.84911 -0.40342
C -0.55703 -0.00324 -0.93684
C 0.32775 -0.45440 1.02635
H -0.65350 0.43824 -1.91775
H 1.71869 1.48491 -0.04346
N -1.71931 -0.04979 0.00352
```

Partial charges, natural (NBO), in e: H 0.36; O -0.46; H 0.02; H 0.24; C 0.03; C -0.31; C -0.12; C 0.53; H 0.25; H -0.04; N -0.50

***

[2]
Entry from OMol25: C4H5NO in the gas phase (wB97M-V/def2-TZVPD).

Values from the calculation:
Frontier orbital gap = 8.33 eV

The geometry in XYZ format:
```
11
C4H5NO (wB97M-V/def2-TZVPD)
C 0.54847 1.03808 -0.03607
H 2.63085 0.57590 0.45450
N 0.24299 -1.25565 0.09077
H 2.11011 0.46541 -1.24644
H -2.25755 0.49735 -0.67123
C -0.35309 -0.07513 0.09653
O 1.54618 -1.11902 -0.05841
C 1.79690 0.31345 -0.20208
H -2.27799 -1.00783 0.27714
C -1.84519 -0.00661 0.20850
H -2.14168 0.57404 1.08681
```

Partial charges, natural (NBO), in e: C -0.01; H 0.26; N 0.04; H 0.28; H 0.23; C -0.03; O -0.28; C -0.31; H 0.23; C -0.64; H 0.23

***

[3]
Entry from OMol25: C4H5NO in the gas phase (wB97M-V/def2-TZVPD).

Values from the calculation:
Frontier orbital gap = 10.23 eV

The geometry in XYZ format:
```
11
C4H5NO (wB97M-V/def2-TZVPD)
C -1.17158 -1.27664 0.67208
C 0.54264 1.37159 -1.00295
O -0.57639 0.60470 -0.80380
H -1.85006 -1.73560 -0.05782
C 1.51657 0.89217 -0.20596
H -0.64792 -2.07986 1.19653
H 0.48108 2.17648 -1.71573
N 1.03380 -0.18734 0.51203
H 2.53691 1.22508 -0.10314
C -0.18085 -0.32443 0.10066
H -1.68418 -0.66615 1.40810
```

Partial charges, natural (NBO), in e: C -0.67; C 0.03; O -0.42; H 0.23; C -0.12; H 0.24; H 0.21; N -0.47; H 0.22; C 0.50; H 0.23

***

[4]
Entry from OMol25: C4H5NO in the gas phase (wB97M-V/def2-TZVPD).

Values from the calculation:
Frontier orbital gap = 9.00 eV

The geometry in XYZ format:
```
11
C4H5NO (wB97M-V/def2-TZVPD)
H 0.52433 -1.32487 -1.82908
C 0.65811 -0.90975 0.40580
N -1.47949 1.85259 0.64716
H 0.23730 -1.87749 0.70822
C -0.76298 0.88315 0.26474
O 0.02287 0.13795 1.12421
C 0.32205 -0.59225 -1.04771
H 0.85036 0.37368 -1.40706
H -1.39150 1.96935 1.65984
C -0.70903 0.39499 -1.15967
H 1.72798 -0.90736 0.63355
```

Partial charges, natural (NBO), in e: H 0.25; C -0.09; N -0.58; H 0.19; C 0.38; O -0.50; C -0.52; H 0.31; H 0.34; C 0.01; H 0.20

***

[5]
Entry from OMol25: C4H5NO in the gas phase in a non-equilibrium geometry (wB97M-V/def2-TZVPD).

Values from the calculation:
Frontier orbital gap = 11.69 eV

The geometry in XYZ format:
```
11
C4H5NO (wB97M-V/def2-TZVPD)
C 0.41316 1.19713 0.31954
H -0.18499 1.52321 1.17277
H 0.96514 2.07065 -0.05552
C -0.87509 -1.48232 0.79431
H 0.67091 -1.65725 -0.55253
N -1.74143 -2.09941 1.25154
C -0.15291 0.37421 -0.82658
C 0.20943 -0.84130 0.01243
H -1.11001 0.52933 -1.31776
H 0.66961 0.40091 -1.54114
O 1.13617 -0.01519 0.74296
```

Partial charges, natural (NBO), in e: C -0.07; H 0.19; H 0.19; C 0.24; H 0.22; N -0.30; C -0.42; C 0.00; H 0.23; H 0.22; O -0.50

***

[6]
Entry from OMol25: C4H5NO in the gas phase in a non-equilibrium geometry (wB97M-V/def2-TZVPD).

Values from the calculation:
Frontier orbital gap = 9.97 eV

The geometry in XYZ format:
```
11
C4H5NO (wB97M-V/def2-TZVPD)
H -2.38548 1.00007 -0.85123
H -2.03769 -1.67562 0.13404
O -0.25394 -0.85953 0.72116
C 1.75056 0.09770 0.02798
H 1.95973 -0.97236 0.16329
C 0.34801 0.34950 0.48233
H 1.67240 0.31284 -1.04399
C -1.49729 -0.74118 0.21053
C -1.62887 0.53161 -0.24544
N -0.45454 1.22555 -0.03576
H 2.52710 0.73142 0.43708
```

Partial charges, natural (NBO), in e: H 0.22; H 0.21; O -0.42; C -0.66; H 0.24; C 0.48; H 0.24; C 0.04; C -0.13; N -0.45; H 0.23

***

[7]
Entry from OMol25: C4H5NO in the gas phase (wB97M-V/def2-TZVPD).

Values from the calculation:
Frontier orbital gap = 10.29 eV

The geometry in XYZ format:
```
11
C4H5NO (wB97M-V/def2-TZVPD)
N -0.26134 1.18968 -0.51354
H 0.19426 -0.99809 1.90889
H -0.65341 2.84075 0.77918
H 0.02133 -2.17405 -0.80094
H 1.34007 -1.19511 -1.47058
C 0.02368 -0.12555 -0.15517
C 0.28399 -1.18142 -1.17875
C 0.02414 -0.20741 1.19441
H -0.30586 -0.97932 -2.07617
C -0.41179 1.80069 0.61120
O -0.25509 1.02983 1.70148
```

Partial charges, natural (NBO), in e: N -0.46; H 0.21; H 0.19; H 0.22; H 0.22; C 0.07; C -0.64; C 0.03; H 0.23; C 0.32; O -0.41

***

[8]
Entry from OMol25: a molecular structure, C4H5NO in a non-equilibrium geometry (wB97M-V/def2-TZVPD).

Values from the calculation:
Frontier orbital gap = 7.93 eV

The geometry in XYZ format:
```
11
C4H5NO (wB97M-V/def2-TZVPD)
H -2.25518 -1.81667 -0.48146
H -0.00757 -2.20433 -0.27780
C 1.34079 -0.14703 -0.00080
H -1.83055 0.04170 -0.30428
C 0.98837 1.15774 0.41722
H 1.88380 1.67827 0.79083
C -0.27994 1.65071 0.22108
H -0.26134 2.72422 0.49395
O 2.22681 -0.86052 -0.27596
C -1.52752 -1.00402 -0.35022
N -0.27767 -1.22006 -0.23257
```

Partial charges, natural (NBO), in e: H 0.17; H 0.38; C 0.82; H 0.26; C -0.60; H 0.22; C -0.35; H 0.13; O -0.49; C 0.04; N -0.57

***

[9]
Entry from OMol25: C4H5NO in the gas phase in a non-equilibrium geometry (wB97M-V/def2-TZVPD).

Values from the calculation:
Frontier orbital gap = 9.45 eV

The geometry in XYZ format:
```
11
C4H5NO (wB97M-V/def2-TZVPD)
C 0.48436 -0.02018 -0.00050
H -0.18262 -0.73426 -1.18938
H 1.98628 -1.30794 -0.29293
H -2.75930 -0.50561 0.23008
C -0.09106 1.19801 0.15586
C -0.56919 -1.03860 -0.12966
C -1.70566 -0.26478 0.10985
N 1.86040 -0.31383 -0.10922
H 2.27288 -0.13899 0.80042
H 0.28043 2.20590 0.15309
O -1.43778 1.03063 0.29684
```

Partial charges, natural (NBO), in e: C 0.08; H 0.33; H 0.38; H 0.20; C -0.01; C -0.58; C 0.20; N -0.82; H 0.38; H 0.21; O -0.37

***

[10]
Entry from OMol25: a molecular structure, C4H5NO (wB97M-V/def2-TZVPD).

Values from the calculation:
Frontier orbital gap = 10.27 eV

The geometry in XYZ format:
```
11
C4H5NO (wB97M-V/def2-TZVPD)
O -2.23214 -0.63168 -0.44387
H -0.39159 1.53519 0.96154
H 1.85834 -0.00379 0.31045
C -1.10363 -0.28446 -0.22404
H 0.59207 -0.41499 1.53234
C -0.43768 1.08769 -0.03576
C 0.23136 -0.94892 -0.46404
H -0.86304 1.82403 -0.72476
N 1.07707 -0.74236 0.69941
H 0.40454 -1.85105 -1.04498
C 0.86468 0.43034 -0.56628
```

Partial charges, natural (NBO), in e: O -0.50; H 0.23; H 0.41; C 0.56; H 0.38; C -0.59; C -0.23; H 0.25; N -0.63; H 0.22; C -0.11

***

[11]
Entry from OMol25: C4H5NO in the gas phase in a non-equilibrium geometry (wB97M-V/def2-TZVPD).

Values from the calculation:
Frontier orbital gap = 11.84 eV

The geometry in XYZ format:
```
11
C4H5NO (wB97M-V/def2-TZVPD)
C -0.78447 0.60690 0.28699
H -1.25322 0.63930 1.27767
H 1.94275 0.60875 -0.42055
C 0.18476 -0.56303 0.24036
O 1.19556 -0.51381 1.22642
C 1.58778 -0.38158 -0.13381
H -0.27283 -1.54308 0.09635
H -0.24748 1.55204 0.14852
H 2.15118 -1.22087 -0.53902
N -2.68425 0.36877 -1.50610
C -1.84364 0.49105 -0.72197
```

Partial charges, natural (NBO), in e: C -0.54; H 0.26; H 0.18; C 0.06; O -0.48; C -0.11; H 0.20; H 0.25; H 0.19; N -0.31; C 0.28

***

[12]
Entry from OMol25: C4H5NO in the gas phase in a non-equilibrium geometry (wB97M-V/def2-TZVPD).

Values from the calculation:
Frontier orbital gap = 10.92 eV

The geometry in XYZ format:
```
11
C4H5NO (wB97M-V/def2-TZVPD)
H 0.28544 -1.82139 -0.10811
C -0.33426 1.16259 1.31630
H 0.08715 1.16443 -1.08629
H -1.26861 -0.97354 0.06491
N -0.68512 2.03944 1.98666
C 0.39352 -0.09255 1.09274
C 0.06267 0.03435 -1.30511
H 1.03813 -0.24302 -1.71466
O 1.34668 -0.22148 1.81790
C -0.18226 -0.83945 -0.05663
H -0.74334 -0.20937 -2.00770
```

Partial charges, natural (NBO), in e: H 0.24; C 0.11; H 0.23; H 0.24; N -0.23; C 0.51; C -0.61; H 0.22; O -0.44; C -0.50; H 0.23

***

[13]
Entry from OMol25: C4H5NO in the gas phase (wB97M-V/def2-TZVPD).

Values from the calculation:
Frontier orbital gap = 9.15 eV

The geometry in XYZ format:
```
11
C4H5NO (wB97M-V/def2-TZVPD)
O -0.82345 0.70271 1.19742
C -1.16001 -1.55941 1.01926
H -0.94576 -0.37677 2.94513
H 1.69450 1.16771 -1.15849
H -0.03175 1.50203 -0.92879
C 0.68536 0.78092 -1.32128
H 0.51005 0.64736 -2.39243
H 1.08515 -1.26861 -0.84830
C -0.48034 -0.70877 0.23837
N 0.51043 -0.47343 -0.60570
C -1.04419 -0.41374 1.85480
```

Partial charges, natural (NBO), in e: O -0.57; C -0.40; H 0.18; H 0.21; H 0.24; C -0.41; H 0.20; H 0.42; C 0.46; N -0.61; C 0.28

***

[14]
Entry from OMol25: C4H5NO in the gas phase (wB97M-V/def2-TZVPD).

Values from the calculation:
Frontier orbital gap = 10.55 eV

The geometry in XYZ format:
```
11
C4H5NO (wB97M-V/def2-TZVPD)
H 2.01618 0.54438 -0.89991
C -1.23565 -0.08960 -0.12988
C 0.06857 0.13307 -0.03239
C 0.98006 0.88053 -0.94687
H 0.60805 0.78447 -1.96606
C 0.02259 -1.31349 1.67243
H -1.81350 -0.27220 0.76099
H 0.96000 1.94670 -0.69899
H -1.75941 -0.08178 -1.06509
O 0.69384 -0.32980 1.15238
N -0.54073 -2.20228 2.15338
```

Partial charges, natural (NBO), in e: H 0.23; C -0.48; C 0.32; C -0.67; H 0.24; C 0.54; H 0.23; H 0.24; H 0.22; O -0.48; N -0.40

***

[15]
Entry from OMol25: a molecular structure, C4H5NO in a non-equilibrium geometry (wB97M-V/def2-TZVPD).

Values from the calculation:
Frontier orbital gap = 9.28 eV

The geometry in XYZ format:
```
11
C4H5NO (wB97M-V/def2-TZVPD)
C 1.10429 -0.33600 -0.00365
C 2.05793 0.21970 -0.66610
H -2.11078 1.63763 0.34546
C -0.04211 -0.95844 0.27558
C -1.31141 -0.23638 0.43579
H -0.07205 -2.04006 0.31178
H 3.05344 0.62974 -0.41914
O -2.34321 -0.82404 0.71687
H 1.34235 -0.79848 -1.17615
N -1.25512 1.11794 0.24870
H -0.42333 1.58838 -0.06914
```

Partial charges, natural (NBO), in e: C -0.04; C -0.41; H 0.41; C -0.49; C 0.65; H 0.25; H 0.26; O -0.62; H 0.43; N -0.84; H 0.40

***

[16]
Entry from OMol25: C4H5NO in the gas phase (wB97M-V/def2-TZVPD).

Values from the calculation:
Frontier orbital gap = 10.58 eV

The geometry in XYZ format:
```
11
C4H5NO (wB97M-V/def2-TZVPD)
C -1.20059 0.38656 -0.05228
C 1.58037 0.44197 0.02827
C -0.23647 -0.55185 -0.70344
N 0.98917 0.24535 1.13498
H -1.02801 1.45771 -0.11678
O 1.00199 -0.00220 -1.11612
H 2.53694 0.93541 -0.10600
H -0.60481 -1.16824 1.49877
C -0.25006 -0.41792 0.79995
H -2.24253 0.08093 -0.07641
H -0.54601 -1.40772 -1.29094
```

Partial charges, natural (NBO), in e: C -0.45; C 0.37; C 0.04; N -0.46; H 0.23; O -0.47; H 0.19; H 0.22; C -0.11; H 0.23; H 0.21

***

[17]
Entry from OMol25: C4H5NO in the gas phase in a non-equilibrium geometry (wB97M-V/def2-TZVPD).

Values from the calculation:
Frontier orbital gap = 11.28 eV

The geometry in XYZ format:
```
11
C4H5NO (wB97M-V/def2-TZVPD)
C -0.44165 -0.56121 0.16420
C -1.55267 0.15193 -0.57751
H 0.93530 0.32272 1.61346
C 0.71735 0.37534 0.54301
H -0.10663 -1.40033 -0.45775
H 0.42512 1.40692 0.31620
O -1.56138 1.33341 -0.82152
H -0.89023 -1.01850 1.05544
H -2.39664 -0.49820 -0.88579
C 1.95157 0.07273 -0.18591
N 2.91986 -0.18481 -0.76384
```

Partial charges, natural (NBO), in e: C -0.51; C 0.45; H 0.25; C -0.53; H 0.25; H 0.28; O -0.51; H 0.24; H 0.12; C 0.29; N -0.32

***

[18]
Entry from OMol25: C4H5NO in the gas phase in a non-equilibrium geometry (wB97M-V/def2-TZVPD).

Values from the calculation:
Frontier orbital gap = 11.43 eV

The geometry in XYZ format:
```
11
C4H5NO (wB97M-V/def2-TZVPD)
C 0.34950 0.20775 0.71214
C 0.57755 0.82683 -0.65300
H -0.25361 1.37081 -1.08974
H -1.39414 -1.32517 -0.34448
O -0.73722 -1.22993 -1.04869
N -2.03881 0.33100 1.72277
C -0.95721 0.31850 1.30799
H 1.56359 1.24339 -0.82791
H 1.30177 -1.27190 -0.65317
C 0.41634 -0.64853 -0.54392
H 1.17225 0.17724 1.41802
```

Partial charges, natural (NBO), in e: C -0.38; C -0.41; H 0.24; H 0.49; O -0.69; N -0.32; C 0.27; H 0.23; H 0.19; C 0.12; H 0.26

***

[19]
Entry from OMol25: C4H5NO in the gas phase (wB97M-V/def2-TZVPD).

Values from the calculation:
Frontier orbital gap = 10.96 eV

The geometry in XYZ format:
```
11
C4H5NO (wB97M-V/def2-TZVPD)
N -0.31247 0.84405 0.98645
H 1.33233 -3.11678 -0.26054
H 1.64483 1.10818 0.30110
H -2.29270 0.64813 1.52209
C 0.73443 0.57472 0.00666
C -1.62150 0.66895 0.63706
C 1.19754 -2.05640 -0.18738
O -2.01841 0.51341 -0.49663
H -0.07284 0.75602 1.96485
C 1.01432 -0.86756 -0.12819
H 0.40925 0.99148 -0.95353
```

Partial charges, natural (NBO), in e: N -0.61; H 0.24; H 0.23; H 0.11; C -0.31; C 0.53; C -0.22; O -0.59; H 0.40; C -0.04; H 0.26

***

[20]
Entry from OMol25: C4H5NO in the gas phase (wB97M-V/def2-TZVPD).

Values from the calculation:
Frontier orbital gap = 10.09 eV

The geometry in XYZ format:
```
11
C4H5NO (wB97M-V/def2-TZVPD)
C 1.26206 0.02171 -0.67374
O -1.55018 0.76054 -1.05664
N 0.46557 0.62721 0.04014
H 2.69331 -1.47987 -0.85562
H -0.90096 -0.51814 1.85158
C -1.56753 0.16237 1.30963
H -2.58020 -0.24041 1.18944
C 2.20992 -0.62593 -1.31408
H 2.52768 -0.31442 -2.30445
C -0.95920 0.49167 -0.04009
H -1.60048 1.11528 1.85385
```

Partial charges, natural (NBO), in e: C 0.47; O -0.53; N -0.51; H 0.25; H 0.23; C -0.71; H 0.24; C -0.63; H 0.25; C 0.69; H 0.25